Entry 1:
Entry from the OMol25 dataset: a molecular structure, C21H30Cl5PdSe2SiTe2 (ωB97M-V/def2-TZVPD).

Element x y z (Å)
Pd -0.2014 -0.1982 0.3043
Cl 2.6858 1.9948 -1.0853
C 1.1956 2.7054 -0.5071
C 0.0926 1.9153 -0.2341
C -1.0517 2.6349 0.1311
Cl -2.4897 1.7345 0.5084
C -1.1130 4.0218 0.2349
Cl -2.5709 4.8245 0.6915
C 0.0344 4.7672 -0.0191
Cl 0.0041 6.4899 0.1032
C 1.1950 4.1033 -0.3883
Cl 2.6236 5.0291 -0.7079
Se 1.9217 -1.0425 -0.7116
Te 4.1253 -1.9272 -1.4412
Te 1.7550 -4.9909 0.2039
Se 0.6760 -2.7339 0.4011
C -0.1726 1.6139 3.1919
Si 0.2757 -0.1547 2.7088
C 2.0973 -0.3240 3.3148
C 2.2054 0.0294 4.8120
C 2.7247 -1.7072 3.1198
C 2.9394 0.7067 2.5416
C -1.0406 -1.2363 3.6189
C -2.4248 -0.7475 3.1611
C -0.9470 -1.0464 5.1459
C -0.9658 -2.7399 3.3297
H -0.1341 1.7373 4.2788
H -1.1774 1.8771 2.8658
H 0.5187 2.3308 2.7458
H 1.7471 -0.7221 5.4532
H 1.7574 0.9953 5.0514
H 3.2681 0.0836 5.0816
H 2.1246 -2.5082 3.5560
H 3.7118 -1.7266 3.6023
H 2.8748 -1.9407 2.0671
H 2.5979 1.7298 2.7080
H 2.9289 0.5247 1.4684
H 3.9841 0.6449 2.8762
H -2.6077 0.2955 3.4259
H -3.1982 -1.3561 3.6504
H -2.5492 -0.8536 2.0809
H -0.8964 0.0026 5.4460
H -0.0816 -1.5603 5.5660
H -1.8401 -1.4809 5.6139
H -1.3163 -2.9666 2.3214
H -1.6236 -3.2748 4.0281
H 0.0380 -3.1527 3.4377
C -4.0019 -3.4045 -2.3370
C -3.9423 -2.7808 -0.9366
C -3.8502 -3.8948 0.1151
C -5.2083 -1.9522 -0.6855
C -2.7570 -1.9092 -0.8302
C -1.7901 -1.1694 -0.7635
H -4.8949 -4.0299 -2.4385
H -3.1206 -4.0222 -2.5164
H -4.0322 -2.6248 -3.0991
H -4.7114 -4.5667 0.0397
H -3.8314 -3.4688 1.1209
H -2.9381 -4.4779 -0.0238
H -6.0954 -2.5943 -0.6945
H -5.3215 -1.1869 -1.4551
H -5.1484 -1.4524 0.2826

Forces on the atoms, in the same order (eV/Å):
-0.4942 0.8354 -0.3467
-0.0161 -0.0151 0.0300
0.2511 0.1526 -0.1774
-0.8349 -0.0482 0.4103
-0.0175 0.0526 -0.0372
-0.3146 0.2805 0.0050
-0.0002 -0.1486 -0.0042
-0.0155 0.0273 0.0057
-0.0061 -0.0011 -0.0115
0.0012 -0.0555 0.0193
0.0910 -0.0657 -0.0584
-0.0484 -0.0402 0.0022
1.2384 -0.6469 -0.6031
-0.1944 -0.0233 0.1365
-0.0508 0.2772 -0.0343
0.3202 -1.0967 0.0037
-0.0489 0.1936 -0.0072
-0.3016 0.0037 0.2220
0.1295 0.0052 0.0223
0.0191 0.0076 -0.0560
0.1116 0.0421 0.0212
0.0890 -0.0832 0.0693
-0.0020 -0.0476 0.1278
-0.0470 -0.1019 0.0498
-0.0349 -0.0417 -0.0642
-0.0942 -0.0052 0.0308
0.0050 0.0089 -0.0420
0.0133 0.0174 -0.0153
-0.0343 0.0195 0.0032
0.0253 -0.0137 -0.0226
0.0200 -0.0046 -0.0217
-0.0331 0.0070 -0.0168
0.0106 0.0129 0.0325
-0.0470 -0.0096 -0.0177
-0.0191 -0.0057 -0.0468
0.0195 -0.0042 0.0387
-0.0183 -0.0238 -0.0499
-0.0574 0.0206 -0.0041
0.0033 -0.0166 0.0104
0.0329 0.0359 -0.0159
0.0122 0.0061 -0.0207
-0.0076 -0.0170 -0.0258
-0.0229 -0.0183 -0.0152
0.0243 0.0168 -0.0196
0.0117 0.0167 -0.0259
0.0100 0.0137 -0.0406
0.0137 -0.0027 0.0372
-0.0333 -0.0197 0.0036
0.0855 0.0207 -0.0147
0.0129 -0.0068 0.0371
-0.0360 0.0021 -0.0233
-0.0137 0.0889 -0.1667
0.2283 0.3545 0.7002
0.0216 0.0105 0.0096
-0.0040 0.0166 -0.0038
0.0029 -0.0096 0.0022
0.0170 0.0216 -0.0103
0.0153 -0.0118 -0.0231
-0.0064 0.0069 0.0072
0.0238 0.0145 -0.0134
0.0033 0.0047 0.0220
-0.0090 -0.0094 -0.0035

## Properties
net charge = -1
relative energy (zero: lowest compared OMol25 entry of this formula, charge and spin) = 2.827 eV
LUMO level (alpha / beta) = 1.745 / 0.034 eV
highest occupied orbital energy (alpha / beta) = -3.9 / -5.2 eV
2S+1 = 5
E = -241511.1332 eV
Kohn-Sham gap (alpha / beta) = 5.68 / 5.25 eV
strongest force on any atom = 0.02959 Eh/bohr


Entry 2:
Entry from the OMol25 dataset: 13 unconnected molecules or ions with the total composition C3H32O13 (ωB97M-V/def2-TZVPD).

Element x y z (Å)
O -30.3338 19.2135 -11.4459
H -29.4118 19.5360 -11.6176
H -30.8117 19.0404 -12.3168
H -30.8837 19.9303 -11.0318
C -31.8454 17.2563 -15.8421
C -32.4041 18.3021 -14.8819
C -33.6887 17.7204 -14.2485
O -31.4921 18.6819 -13.8963
H -31.5134 16.3966 -15.2473
H -30.9505 17.5548 -16.3897
H -32.5803 16.8841 -16.5577
H -32.6955 19.1696 -15.4985
H -34.2236 18.4543 -13.6430
H -33.4526 16.8333 -13.6515
H -34.3814 17.3720 -15.0200
O -27.6061 19.8027 -11.6439
H -27.2365 19.0869 -12.1728
H -26.9548 19.9677 -10.9527
O -30.3517 16.1687 -12.8498
H -30.8828 15.3898 -13.0530
H -30.7620 16.8936 -13.3716
O -31.8322 16.3794 -10.4215
H -32.4513 17.1095 -10.5767
H -31.3135 16.3455 -11.2374
O -28.8628 18.6010 -14.9926
H -28.9425 19.1525 -15.7764
H -29.7702 18.5758 -14.6112
O -32.2782 21.5684 -13.4339
H -31.3318 21.7257 -13.3143
H -32.3001 20.6976 -13.8562
O -29.5870 21.3878 -13.0958
H -29.3454 21.1172 -13.9918
H -28.7521 21.6441 -12.6865
O -28.1725 16.7984 -11.1083
H -28.8888 16.3074 -11.5411
H -27.5868 17.0249 -11.8347
O -31.3216 21.2652 -9.8122
H -30.9787 21.3123 -8.9110
H -31.0944 22.1137 -10.2115
O -33.2258 19.6373 -8.0678
H -32.8637 19.7723 -8.9529
H -33.2456 20.5141 -7.6735
O -28.4304 18.5274 -8.6972
H -28.6413 18.0063 -9.4865
H -27.6755 18.0759 -8.3099
O -33.2089 18.8125 -11.0085
H -33.1454 18.5211 -11.9323
H -34.1535 18.9003 -10.8368

Forces on the atoms, in the same order (eV/Å):
-0.6479 0.1255 -0.2385
0.0151 0.0389 0.1061
-0.1455 -0.3597 -0.8338
0.3100 0.0645 0.5324
0.4614 -0.5905 0.2070
-0.5778 -0.1580 0.1750
0.0866 -0.0583 -0.4982
0.8924 -0.2652 0.5409
-0.1352 -0.0990 -0.0915
-0.1151 0.3436 0.0039
-0.0807 0.1622 0.0129
-0.0799 0.0987 0.0877
0.0717 0.0510 0.0316
0.1186 0.1247 0.1590
-0.0440 0.1356 -0.0040
0.0708 0.1684 -0.2062
-0.0691 0.1324 -0.1305
-0.2393 -0.1113 0.2176
-0.1668 -0.1513 -0.1867
0.1272 -0.0412 -0.0301
0.0409 0.3374 0.1237
-0.1420 -0.0289 -0.1235
0.1326 -0.0710 0.3407
0.0588 0.0018 0.1147
0.1237 0.2127 0.2640
-0.0152 -0.1018 -0.0532
-0.2779 0.1038 -0.0315
-0.1854 0.1021 -0.0808
-0.2051 0.0232 0.0239
0.1090 -0.1447 0.2069
0.5029 0.1936 -0.0624
-0.0469 -0.1937 0.0993
0.0050 -0.0512 -0.0518
0.0390 0.0067 0.0569
-0.1260 0.1249 -0.0503
0.0348 -0.2138 -0.0522
0.2145 0.0998 -0.1434
0.0836 -0.2220 -0.0543
-0.1998 -0.0184 -0.0669
0.0406 0.0643 -0.0246
-0.0481 -0.0655 -0.0025
-0.0833 -0.0136 -0.0240
0.0470 0.2480 -0.1379
0.0700 -0.1351 0.0328
-0.0647 -0.0784 0.0237
-0.0526 -0.0878 -0.1832
0.0484 0.2649 -0.0376
0.0438 0.0319 0.0390

## Properties
net charge = 0
relative energy (zero: lowest compared OMol25 entry of this formula, charge and spin) = 2.577 eV
LUMO level = -0.265 eV
highest occupied orbital energy = -8.8 eV
E = -30247.9069 eV
Kohn-Sham gap = 8.58 eV
strongest force on any atom = 0.02094 Eh/bohr


Entry 3:
Entry from the OMol25 dataset: a single C27H30O6 molecule (ωB97M-V/def2-TZVPD).

Element x y z (Å)
C 5.9945 -4.7269 -5.0939
C 4.5114 -4.8968 -5.2284
C 3.8195 -3.7961 -5.9728
C 3.8878 -5.9419 -4.6963
C 2.4081 -6.2180 -4.7444
O 1.5736 -5.0830 -4.5874
C 1.6297 -4.3749 -3.4337
C 0.8079 -3.2440 -3.3760
C 0.7786 -2.4519 -2.2537
C 1.5688 -2.7531 -1.1375
C 1.5755 -1.9526 0.0653
C 0.9035 -0.8126 0.2893
C 1.0204 -0.1239 1.5784
O 1.9249 -0.3609 2.3630
C 0.0191 0.9318 1.8798
C 0.4306 1.9815 2.6937
C -0.4042 3.0233 3.0418
C -1.7166 3.0168 2.5804
O -2.6435 3.9697 2.8355
C -2.2917 5.0628 3.6600
C -3.4906 5.9527 3.7871
C -3.5201 7.0672 4.5069
C -4.7465 7.9207 4.6006
C -2.3216 7.5429 5.2766
C -2.1603 1.9560 1.7883
C -1.3180 0.9155 1.4386
O -1.7192 -0.1518 0.6862
C -3.0775 -0.3028 0.3850
C -3.9471 -0.5065 1.6188
O -3.5552 -0.7559 2.7203
O -5.2437 -0.3879 1.3040
C 2.3797 -3.8881 -1.2067
C 2.4180 -4.6891 -2.3301
H 6.4347 -5.5223 -4.4985
H 6.2173 -3.7705 -4.6221
H 6.4627 -4.7276 -6.0778
H 3.6474 -2.9500 -5.3060
H 2.8586 -4.1174 -6.3628
H 4.4431 -3.4517 -6.7959
H 4.4658 -6.6955 -4.1782
H 2.1508 -6.9732 -3.9896
H 2.1267 -6.6140 -5.7279
H 0.1992 -3.0141 -4.2369
H 0.1325 -1.5883 -2.2352
H 2.1895 -2.3258 0.8771
H 0.2676 -0.3632 -0.4545
H 1.4496 1.9623 3.0506
H -0.0305 3.8175 3.6672
H -1.4489 5.6168 3.2163
H -1.9737 4.7029 4.6511
H -4.3557 5.6160 3.2372
H -4.5335 8.9245 4.2339
H -5.0636 8.0077 5.6394
H -5.5631 7.5018 4.0192
H -2.0262 6.8030 6.0201
H -1.4725 7.6932 4.6104
H -2.5330 8.4792 5.7853
H -3.1929 1.9846 1.4796
H -3.4756 0.5328 -0.2058
H -3.1400 -1.2139 -0.2198
H -5.7974 -0.5431 2.0865
H 2.9984 -4.1441 -0.3585
H 3.0668 -5.5501 -2.3431

Forces on the atoms, in the same order (eV/Å):
-0.0981 -0.1217 0.0608
0.0974 -0.0607 -0.0100
-0.1098 -0.1341 -0.0254
-0.1424 -0.0139 -0.0907
0.1340 -0.2484 -0.1110
-0.1868 0.2104 0.0573
-0.0386 0.1818 0.2466
0.0630 -0.1452 -0.1669
0.1398 -0.1004 0.1257
0.0815 -0.3955 -0.4597
-0.1925 0.6362 0.4818
0.4633 -0.6260 -0.3691
0.1681 -0.0705 0.2230
-0.1324 0.0679 -0.0748
-0.1190 0.1179 0.2040
-0.1124 -0.2412 -0.2199
-0.2043 0.3316 0.1525
0.1969 -0.2848 -0.1259
-0.1191 -0.1659 -0.1316
0.2616 0.3191 0.2877
0.1178 -0.1304 -0.0367
-0.0884 -0.0537 -0.0723
0.0329 -0.1445 -0.0825
-0.0092 -0.1183 -0.0801
-0.1749 0.0394 -0.0964
0.2563 0.3472 0.1869
-0.0644 0.0286 0.2170
-0.1402 0.0468 -0.0894
0.1512 -0.1116 0.3225
0.1343 -0.0426 -0.0018
-0.4687 0.1121 -0.4013
-0.2423 0.3764 0.1080
-0.0091 -0.3057 -0.3464
0.0746 -0.0391 0.0516
0.0881 0.0974 0.0270
0.0770 0.0495 -0.0723
-0.0284 0.1164 0.0120
-0.0576 0.0856 -0.0498
0.0477 0.0642 -0.0569
0.1586 -0.0427 0.0799
-0.0018 0.0774 -0.0955
-0.0037 -0.0050 0.2040
-0.0738 0.0288 -0.0922
-0.0840 0.0987 -0.0167
0.0189 0.0192 0.0981
-0.0609 -0.0318 -0.1010
0.0676 -0.0233 0.0193
-0.0013 0.0910 0.0454
-0.0410 -0.1371 0.0585
0.0381 -0.0070 -0.1436
-0.2121 0.0137 -0.0721
-0.0309 0.1214 0.0050
-0.0629 0.0694 0.0859
-0.1036 0.0033 -0.0365
0.0844 -0.0122 0.1167
0.1313 0.0608 0.0004
0.0606 0.0674 0.0646
-0.1218 -0.0118 -0.0470
0.0640 -0.1174 0.0845
-0.0792 0.1683 0.0570
0.3244 -0.0299 0.0000
0.0495 -0.0150 0.0939
0.0327 -0.0607 -0.0024

## Properties
net charge = 0
relative energy (zero: lowest compared OMol25 entry of this formula, charge and spin) = 0.165 eV
LUMO level = 0.161 eV
highest occupied orbital energy = -7.9 eV
E = -40769.1711 eV
Kohn-Sham gap = 8.11 eV
strongest force on any atom = 0.01676 Eh/bohr